(1)
One molecule with the formula C2H5N3O2 at a distorted geometry. Source: OMol25; level of theory: the ωB97M-V functional and the def2-TZVPD basis.

```
! wB97M-V def2-TZVPD RIJCOSX def2/J DEFGRID3
* xyz 0 1
C -0.7084 -0.5480 -0.6821
C -0.6385 0.8082 0.0307
N -0.6933 -1.5842 0.2227
N 0.7339 0.8859 0.5231
N 1.3687 -0.1508 0.7919
O 1.3162 1.9966 0.2694
O 2.4730 -0.3570 1.2426
H -1.6704 -0.4943 -1.0839
H 0.0137 -0.5695 -1.4546
H -0.8517 1.6373 -0.5258
H -1.0769 0.7440 0.9735
H -0.2663 -2.3683 -0.3073
*
```

The largest force on an atom is 5.0 eV/Å. Its frontier orbital gap (alpha / beta) is 8.88 / 7.49 eV.

(2)
C2H5N3O2 as an isolated structure at a distorted geometry. Source: OMol25; level of theory: the ωB97M-V functional and the def2-TZVPD basis.

```
! wB97M-V def2-TZVPD RIJCOSX def2/J DEFGRID3
* xyz 0 1
N -0.3525 -0.4287 -0.5155
C -1.1337 0.4430 0.0801
C 2.1025 0.5340 0.0145
O 0.1072 -1.4859 0.2641
O -2.3966 -0.9041 -0.3626
N 1.0126 0.9902 -0.3835
N -1.6177 1.5314 0.2967
H 0.3215 -2.1610 -0.3971
H -2.3036 -1.5000 0.3991
H -0.9782 2.3219 0.3000
H 2.2515 -0.5205 0.2877
H 2.9871 1.1797 0.0165
*
```

The largest force on an atom is 5.4 eV/Å. Its frontier orbital gap (alpha / beta) is 8.70 / 8.63 eV.

(3)
One molecule with the formula C2H5N3O2S at a distorted geometry. Source: OMol25; level of theory: the ωB97M-V functional and the def2-TZVPD basis.

```
! wB97M-V def2-TZVPD RIJCOSX def2/J DEFGRID3
* xyz 0 1
C -0.0310 0.0426 -0.0584
C -3.3675 -0.3096 0.0199
N 1.1287 -0.6508 0.1643
N -0.0999 1.3332 0.3676
N -1.1164 -0.5426 -0.4755
O -3.3119 -1.6107 0.4150
O -2.3056 0.3181 -0.5351
S -4.7433 0.6820 0.0240
H 1.9250 -0.0196 -0.0068
H 1.2008 -1.5330 -0.2145
H 0.2806 1.8900 1.0983
H -1.0629 1.5174 0.5008
H -2.4758 -2.0257 0.1617
*
```

The largest force on an atom is 3.2 eV/Å. Its structure (SMILES) is NC(N)=NOC(O)=S. Its frontier orbital gap is 8.84 eV.

(4)
One molecule with the formula C2H5N3O2S at a distorted geometry. Source: OMol25; level of theory: the ωB97M-V functional and the def2-TZVPD basis.

```
! wB97M-V def2-TZVPD RIJCOSX def2/J DEFGRID3
* xyz 0 1
C -0.3046 -0.9737 1.0978
C 0.5092 0.4958 -1.8424
H -0.2128 -3.0335 1.2260
H 0.0937 -2.5489 -0.4555
H 1.1769 0.3467 -2.6345
H -0.6737 2.1845 -1.1048
H 1.1371 3.5267 -2.2005
N 0.2856 -2.1711 0.7432
N 0.4956 -0.5426 -1.0089
N 0.2185 1.8499 -1.4968
O 0.1379 0.1006 0.2793
O 0.6470 2.7892 -2.6302
S -1.0016 -0.9175 2.5489
*
```

The largest force on an atom is 7.2 eV/Å. Its structure (SMILES) is NC(=S)O/N=C\NO. Its frontier orbital gap is 9.04 eV.

(5)
C2H5N3O2S as an isolated structure at a distorted geometry. Source: OMol25; level of theory: the ωB97M-V functional and the def2-TZVPD basis.

```
! wB97M-V def2-TZVPD RIJCOSX def2/J DEFGRID3
* xyz 0 1
C -0.6257 0.2665 -1.2924
C 0.0384 -0.2010 0.8480
N -0.0087 -1.0091 -1.4759
N 0.4634 -1.5163 -0.5172
N -0.9581 0.4106 0.0568
O 2.8344 -0.3706 0.8154
O 1.5764 1.5649 -0.1412
S 1.6646 0.6934 0.9964
H 0.3465 0.7752 -1.3933
H -1.4959 0.6182 -2.0038
H -0.3742 -0.8803 1.5395
H 2.9651 -0.8685 0.0007
H -1.9406 -0.0014 0.3237
*
```

The largest force on an atom is 3.8 eV/Å. Its frontier orbital gap is 9.18 eV.

(6)
A 2-piece molecular cluster, C2H5N3O2S overall at a distorted geometry. Source: OMol25; level of theory: the ωB97M-V functional and the def2-TZVPD basis.

```
! wB97M-V def2-TZVPD RIJCOSX def2/J DEFGRID3
* xyz 0 1
C 0.5367 0.5013 -1.0965
C -0.3157 -0.4326 -0.5414
N 1.3939 0.3491 -1.9698
N -1.1273 -1.2851 -0.7243
N 0.5687 -0.0295 1.3571
O -0.7307 -2.1106 1.7642
O 0.7654 -0.9873 3.5648
S 0.8203 -1.4541 2.2015
H 0.1838 1.4769 -0.6390
H 1.6800 1.3555 -2.3962
H -1.5560 -1.9034 -0.0649
H -1.4824 -1.9432 2.3548
H 1.3600 0.5043 1.1768
*
```

The largest force on an atom is 4.6 eV/Å. Its frontier orbital gap (alpha / beta) is 8.92 / 8.92 eV.